[1]
Entry from the OMol25 dataset: a structure of composition C42H30BrN5OP2ReSe2 (the ωB97M-V functional and the def2-TZVPD basis).

Calculated values
- Molecular weight: 1106.715 g/mol
- HOMO (spin up / spin down): -12.168 / -12.168 eV
- Charge: +2
- Multiplicity: 2
- ΔE to the lowest compared entry with this formula, charge and spin: 0.0 kcal/mol
- Expectation value of S²: 0.7545
- Kohn-Sham gap (spin up / spin down): 5.190 / 5.262 eV
- DFT total energy: -274970.2618 eV

Each line ends with the Löwdin spin population.
Cartesian coordinates (Å):
Re 1.01563 -0.98504 2.24206  0.813
Br 6.93296 1.76956 5.80013  -0.001
C 5.62756 1.02479 4.67534  -0.002
C 5.80585 1.04673 3.29173  0.001
C 4.85445 0.49414 2.45394  -0.002
C 3.71177 -0.06837 2.99541  0.015
O 2.81707 -0.62526 2.12356  0.063
C 3.51453 -0.09858 4.38239  0.001
C 2.38495 -0.74785 4.98917  0.002
N 1.33894 -1.13720 4.34405  0.009
C 0.33942 -1.93183 4.97786  0.004
C 0.03223 -1.95488 6.31190  0.000
C -0.93620 -2.85643 6.79953  0.000
C -1.56850 -3.73067 5.95996  0.000
C -1.28459 -3.71060 4.57395  0.001
C -1.86231 -4.59658 3.63736  0.002
C -1.51690 -4.52289 2.31189  0.001
C -0.63156 -3.53119 1.88973  0.002
N -0.07763 -2.67228 2.74402  0.008
C -0.35532 -2.77774 4.09238  0.007
C 4.50196 0.44400 5.21762  0.001
H 6.69935 1.48946 2.87373  0.000
H 4.98992 0.48638 1.38088  0.000
H 2.45588 -0.95480 6.05485  0.000
H 0.52117 -1.28278 7.00501  0.000
H -1.16423 -2.85785 7.85588  0.000
H -2.28956 -4.44137 6.34097  0.000
H -2.56983 -5.34129 3.98071  0.000
H -1.92532 -5.20600 1.58202  0.000
H -0.35258 -3.42046 0.84974  0.000
H 4.37562 0.40827 6.29191  0.000
Se 2.29582 1.88791 -3.12187  0.002
P 0.79565 0.44973 -3.41847  0.000
C -0.83238 1.14081 -3.79720  0.000
C -2.00681 0.52296 -3.37912  0.000
C -3.23894 1.08895 -3.67931  0.000
C -3.29753 2.25769 -4.42411  0.000
C -2.12621 2.86179 -4.86786  0.000
C -0.89538 2.31320 -4.54765  0.000
C 1.12956 -0.81186 -4.65733  0.000
C 0.16737 -1.77650 -4.95574  0.000
C 0.42328 -2.72072 -5.93270  0.000
C 1.63427 -2.70021 -6.61612  0.000
C 2.58894 -1.74101 -6.32019  0.000
C 2.34003 -0.79277 -5.33726  0.000
C 0.57587 -0.48352 -1.86360  0.011
C 0.19146 -0.08025 -0.59821  0.007
N 0.57613 -1.08693 0.24595  0.016
N 1.12983 -2.06126 -0.48425  0.012
N 1.14024 -1.71573 -1.73067  0.016
P -0.72756 1.25180 0.11078  0.001
Se -0.22923 0.99159 2.32275  0.009
C -2.48239 0.97220 -0.02556  0.000
C -3.37733 2.01256 0.21976  0.000
C -4.73950 1.76095 0.17688  0.000
C -5.20314 0.48172 -0.09636  0.000
C -4.30933 -0.55883 -0.32088  0.000
C -2.94701 -0.31881 -0.28331  0.000
C -0.24489 2.86181 -0.44009  0.000
C 0.92781 3.42923 0.06083  0.001
C 1.35491 4.64515 -0.43570  0.000
C 0.62250 5.28372 -1.42924  0.000
C -0.54111 4.71528 -1.92752  0.000
C -0.98483 3.49946 -1.43719  0.000
H -1.96653 -0.40226 -2.81906  0.000
H -4.14996 0.60977 -3.34424  0.000
H -4.25666 2.69436 -4.66938  0.000
H -2.17484 3.76423 -5.46284  0.000
H 0.02313 2.79542 -4.86009  0.000
H -0.78059 -1.79307 -4.43200  0.000
H -0.32007 -3.47042 -6.16782  0.000
H 1.82969 -3.43694 -7.38381  0.000
H 3.52899 -1.72641 -6.85453  0.000
H 3.07857 -0.03897 -5.09601  0.000
H -3.01957 3.01256 0.43243  0.000
H -5.43817 2.56677 0.35488  0.000
H -6.26766 0.29343 -0.13633  0.000
H -4.67709 -1.55335 -0.53508  0.000
H -2.24729 -1.12353 -0.47519  0.000
H 1.50379 2.92510 0.82725  0.000
H 2.26242 5.09360 -0.05620  0.000
H 0.96520 6.23287 -1.81881  0.000
H -1.10387 5.21573 -2.70345  0.000
H -1.88434 3.04961 -1.83890  0.000

***

[2]
Entry from the OMol25 dataset: a structure of composition C42H31Co2NO6P (the ωB97M-V functional and the def2-TZVPD basis).

Calculated values
- Molecular weight: 794.551 g/mol
- HOMO: -1.041 eV
- Charge: -1
- Kohn-Sham gap: 3.276 eV
- DFT total energy: -142370.1946 eV

Each line ends with the Mulliken charge.
Cartesian coordinates (Å):
O 3.90530 3.12492 -0.62750  -0.452
C 3.00834 2.50886 -0.21419  -0.012
Co 1.77379 1.44129 0.41490  0.024
C 2.37077 1.41079 2.04225  0.240
O 2.90552 1.51340 3.06750  -0.415
C 0.53124 2.72130 0.63205  1.168
O -0.03961 3.68867 0.93650  -0.452
C 1.59037 0.33771 -0.96702  -1.788
C 2.40889 -0.22602 0.01497  0.329
C 3.33551 -1.39570 0.10122  0.660
C 4.83870 -0.89095 0.13025  0.026
C 5.53006 -0.67892 -1.05553  -0.136
C 6.90912 -0.47488 -1.04354  -0.849
C 7.58537 -0.37823 0.18949  -0.335
C 6.87376 -0.39655 1.40193  -0.958
C 5.49701 -0.63480 1.33884  0.204
Co 0.01502 -0.20631 -0.15126  0.955
C -0.08312 -1.39856 1.13487  0.117
O -0.30099 -2.20997 1.94991  -0.475
C -0.48631 -0.84436 -1.70860  0.127
O -0.77905 -1.23433 -2.76217  -0.511
P -1.89860 0.75352 0.22408  1.334
C -2.27031 1.05286 1.99174  0.164
C -3.60688 1.22962 2.39634  -0.482
C -3.90970 1.36710 3.74747  -0.694
C -2.88409 1.33559 4.70437  -0.638
C -1.55647 1.16935 4.29719  -0.814
C -1.23997 1.03269 2.94738  0.419
C -2.28358 2.31533 -0.65158  -0.122
C -2.87051 3.40288 0.01119  -0.336
C -3.17816 4.56442 -0.70608  -0.662
C -2.88385 4.63498 -2.07695  -0.581
C -2.25689 3.56684 -2.71571  -0.687
C -1.96415 2.39736 -2.01918  -0.317
C -3.30016 -0.34315 -0.26092  0.503
C -4.32185 0.09358 -1.12140  -0.188
C -5.35583 -0.78362 -1.47088  -0.643
C -5.37845 -2.08886 -0.96795  -0.563
C -4.36408 -2.51995 -0.10885  -0.777
C -3.33840 -1.64658 0.25712  -0.417
H 1.67139 0.48179 -2.03120  0.886
H 3.16819 -1.97396 -0.83190  0.236
H 5.03534 -0.74358 -2.02457  0.415
H 7.49034 -0.34209 -1.97072  0.342
H 8.65827 -0.24149 0.23530  0.366
H 7.36948 -0.20656 2.37770  0.350
H 4.94580 -0.71749 2.26976  0.426
H -4.40493 1.24974 1.64610  0.467
H -4.94745 1.49907 4.05962  0.388
H -3.11628 1.43965 5.76419  0.374
H -0.74433 1.13669 5.03487  0.450
H -0.19217 0.90399 2.62408  -0.428
H -3.10139 3.34796 1.08174  0.404
H -3.62749 5.41518 -0.18425  0.371
H -3.14501 5.53970 -2.63142  0.341
H -1.97861 3.63131 -3.77015  0.392
H -1.50408 1.54183 -2.51921  0.323
H -4.31744 1.11722 -1.50887  0.270
H -6.14506 -0.43060 -2.13710  0.400
H -6.18404 -2.77167 -1.24630  0.361
H -4.35887 -3.53424 0.28894  0.425
H -2.57121 -1.98428 0.95707  0.333
C 3.84867 -8.83712 2.82363  -0.803
O 3.65459 -8.12669 1.58172  -0.463
C 3.56158 -6.76441 1.59756  0.861
C 3.58075 -5.93351 2.72505  -0.376
C 3.36581 -4.52992 2.58268  1.204
C 3.23011 -3.89969 1.28064  -0.140
C 3.21362 -4.77205 0.18840  -0.674
C 3.34982 -6.14824 0.33321  -0.978
N 3.09190 -2.49028 1.19928  1.198
C 2.68746 -1.87716 2.32792  -0.501
C 2.91682 -2.40591 3.58736  -0.749
C 3.30089 -3.72020 3.72985  -1.708
H 3.90444 -9.89006 2.54434  0.238
H 4.78042 -8.53313 3.32067  0.309
H 3.00537 -8.69271 3.51178  0.314
H 3.73642 -6.39664 3.71224  0.302
H 3.09543 -4.34464 -0.80070  0.400
H 3.26710 -6.79682 -0.53164  0.376
H 2.28104 -0.88031 2.17353  -0.373
H 2.85109 -1.71705 4.42123  0.479
H 3.48364 -4.12492 4.73406  0.230

***

[3]
Entry from the OMol25 dataset: a structure of composition C42H32F5P2PmS (the ωB97M-V functional and the def2-TZVPD basis).

Calculated values
- Molecular weight: 870.723 g/mol
- HOMO (spin up / spin down): -13.522 / -13.548 eV
- Charge: +2
- Multiplicity: 5
- Expectation value of S²: 6.0132
- Kohn-Sham gap (spin up / spin down): 6.785 / 7.032 eV
- DFT total energy: -103610.0482 eV

Each line ends with the Löwdin spin population.
Cartesian coordinates (Å):
C -2.88607 -0.34403 -1.45342  -0.001
C -1.62037 -0.93985 -1.68792  0.001
C -1.53789 -2.32479 -1.90502  0.000
C -2.67461 -3.12328 -1.77368  0.000
C -3.87068 -2.53524 -1.33919  0.000
C -3.98642 -1.15133 -1.15674  0.000
P -0.10086 0.10436 -1.70833  -0.007
C 0.76011 -0.68787 -3.12166  -0.002
C 1.96448 -1.38902 -2.91641  0.000
C 2.48415 -2.17472 -3.95029  0.000
C 1.84459 -2.23998 -5.19376  0.000
C 0.68176 -1.49568 -5.41142  0.000
C 0.15448 -0.70074 -4.38431  0.000
Pm 1.17769 0.25758 0.82191  4.080
P -0.92419 -0.44752 2.61151  -0.013
C -1.20769 -2.25346 2.50183  0.000
C -2.46067 -2.69025 2.98739  -0.001
C -2.93533 -3.96862 2.73060  0.000
C -2.17930 -4.83333 1.93609  -0.001
C -1.00339 -4.38225 1.32631  0.000
C -0.49292 -3.11806 1.61886  0.000
C 0.69096 -0.14167 3.34646  -0.002
C 1.17841 1.19530 3.38235  -0.009
C 2.55650 1.38903 3.53566  0.000
C 3.38942 0.30274 3.81949  -0.008
C 2.90601 -1.00370 3.87120  0.000
C 1.57241 -1.24343 3.57454  -0.007
C -1.96016 0.93600 3.05352  -0.001
C -2.09975 2.06626 2.20319  0.000
C -3.11773 2.98043 2.48329  0.000
C -3.93666 2.83612 3.61180  0.000
C -3.68951 1.78825 4.51577  0.000
C -2.72164 0.82861 4.23079  -0.001
C -0.76703 1.61504 -2.53344  -0.001
C -1.97859 1.64739 -3.24461  0.000
C -2.52385 2.85625 -3.68716  0.000
C -1.78250 4.03115 -3.56515  0.000
C -0.50437 3.99536 -2.98711  0.000
C 0.00038 2.79515 -2.48572  0.000
H 0.48043 2.04475 3.33839  0.000
H 2.95564 2.40481 3.50138  0.000
H 4.45310 0.47524 4.00039  0.000
H 3.57392 -1.83442 4.09855  0.000
H 1.16722 -2.26113 3.57434  0.000
H -3.08805 -1.94517 3.47474  0.000
H -3.92374 -4.26557 3.08273  0.000
H -2.52679 -5.85302 1.75604  0.000
H -0.49516 -5.01639 0.59809  0.000
H 0.41586 -2.76990 1.12009  0.000
H -1.48299 2.18337 1.30367  0.000
H -3.28711 3.82575 1.80278  0.000
H -4.72894 3.55039 3.80787  0.000
H -4.27137 1.71330 5.44133  0.000
H -2.54843 -0.03831 4.87043  0.000
H -2.57456 0.75038 -3.40329  0.000
H -3.52811 2.85154 -4.12195  0.000
H -2.18744 4.96460 -3.94647  0.000
H 0.09473 4.90672 -2.91791  0.000
H 0.98268 2.76916 -2.00876  0.000
H 2.48666 -1.30619 -1.95695  0.000
H 3.39765 -2.74357 -3.78443  0.000
H 2.25768 -2.84909 -5.99894  0.000
H 0.18841 -1.49860 -6.38611  0.000
H -0.73967 -0.10162 -4.56777  0.000
H -0.57579 -2.79207 -2.15161  0.000
H -2.61441 -4.20082 -1.98224  0.000
H -4.74633 -3.16343 -1.18954  0.000
H -4.89432 -0.68992 -0.74515  0.000
H -3.00622 0.74628 -1.39412  0.000
H -2.10020 -0.99469 0.56620  0.002
H -1.80287 -0.27717 0.77557  0.002
F 8.11832 1.53931 -0.44016  0.000
C 6.78613 1.73050 -0.34734  -0.001
C 5.93375 0.80294 0.29938  0.000
F 6.54776 -0.22586 0.93459  0.000
C 4.55325 1.01289 0.30289  -0.001
F 3.62309 0.01348 0.72304  -0.003
C 4.00005 2.18490 -0.20019  -0.002
S 2.30627 2.54007 0.09765  -0.022
C 4.86984 3.00018 -0.97128  -0.002
F 4.28140 4.00510 -1.66763  0.000
C 6.24605 2.80416 -1.06137  0.000
F 7.00346 3.57091 -1.88414  0.000